Entry 1:
Below is C23H40Cl3N4O3PrSi as an isolated structure in a non-equilibrium geometry, with properties calculated with ωB97M-V/def2-TZVPD.

## Properties
Largest force on an atom = 2.17 eV Å⁻¹
DFT total energy = -96124.60299 eV
⟨S²⟩ = 2.0018
HOMO level (alpha / beta) = -7.628 / -7.636 eV
Energy relative to the best compared isomer or geometry (same formula, charge and spin) = 0.0 kcal per mole
HOMO-LUMO gap (alpha / beta) = 0.29954 / 0.29982 Ha

Structure (ORCA input):
```
! wB97M-V def2-TZVPD RIJCOSX def2/J DEFGRID3
* xyz 0 3
C -1.607 -2.195 -3.131
C -1.119 -2.959 -1.941
H -1.594 -2.818 -4.027
H -0.995 -1.301 -3.323
H -2.642 -1.863 -2.976
C -0.525 -4.161 -2.028
C -0.259 -4.882 -3.304
H -0.307 -4.724 -1.118
H 0.039 -4.213 -4.122
H -1.144 -5.438 -3.643
H 0.541 -5.618 -3.176
Pr 0.349 1.042 0.402
Cl -2.315 1.575 0.452
Cl 2.349 2.730 -0.265
H 0.849 5.574 4.541
H -1.399 6.460 3.619
C 1.080 5.190 3.541
C -1.061 6.070 2.651
N -0.169 4.935 2.836
H 1.653 4.267 3.615
C -0.434 3.765 2.259
O 0.376 2.808 2.201
H -1.933 5.736 2.082
H -1.449 3.705 1.820
H 1.656 5.949 2.998
H -0.558 6.873 2.097
H 1.309 -1.269 -2.184
H 2.380 -3.936 -1.364
C 2.350 -1.046 -1.906
C 3.229 -3.264 -1.154
N 2.759 -1.925 -0.808
H 2.445 0.010 -1.610
C 2.763 -1.506 0.467
O 2.260 -0.429 0.846
H 3.802 -3.667 -0.305
H 3.252 -2.190 1.184
H 2.986 -1.248 -2.774
H 3.857 -3.219 -2.054
O -0.418 -1.088 -0.606
C -1.249 -2.177 -0.620
C 0.205 -3.550 0.905
C -1.062 -3.049 0.633
H 1.028 -3.286 0.240
C 0.400 -4.432 1.965
H -2.300 -1.826 -0.617
C -2.143 -3.410 1.442
H 1.391 -4.836 2.142
C -0.671 -4.816 2.773
C -1.943 -4.293 2.512
H -3.130 -3.016 1.171
H -0.524 -5.533 3.586
H -2.801 -4.591 3.119
Si -0.452 3.775 -3.036
Cl -0.102 1.660 -2.395
C 1.293 4.386 -3.228
C -1.519 4.445 -1.674
C -1.237 4.040 -4.727
H 2.026 3.758 -2.703
H 1.370 5.409 -2.840
H 1.520 4.401 -4.304
H -0.535 3.744 -5.522
H -1.415 5.127 -4.806
H -2.187 3.511 -4.879
H -1.450 3.846 -0.757
H -2.575 4.449 -1.974
H -1.209 5.478 -1.482
N -1.119 -1.385 4.485
C 0.196 -1.835 4.511
C 0.818 -1.219 3.450
N -0.098 -0.423 2.768
C -1.259 -0.557 3.408
H -1.862 -1.646 5.132
H 0.584 -2.528 5.241
H 1.849 -1.286 3.138
H -2.190 -0.065 3.147
*
```

Atom charges from the Löwdin analysis, given in e for atoms 1 to 8:
1 C -0.04
2 C -0.22
3 H 0.06
4 H 0.07
5 H 0.09
6 C -0.13
7 C -0.12
8 H 0.10


Entry 2:
Below is a 2-piece molecular cluster, C3H9NS2 overall, with properties calculated with ωB97M-V/def2-TZVPD.

## Properties
Largest force on an atom = 0.93 eV Å⁻¹
DFT total energy = -26416.55287 eV
HOMO level = -8.532 eV
Energy relative to the best compared isomer or geometry (same formula, charge and spin) = 25.9 kcal per mole
HOMO-LUMO gap = 0.33279 Ha

Structure (ORCA input):
```
! wB97M-V def2-TZVPD RIJCOSX def2/J DEFGRID3
* xyz 0 1
C -2.632 -0.208 -0.643
C -1.968 0.630 0.142
N -2.084 2.025 0.236
H -3.535 0.048 -1.185
H -2.423 -1.266 -0.558
H -1.191 0.239 0.797
H -2.931 2.382 -0.207
H -2.164 2.274 1.221
C 2.589 -1.573 -0.737
S 3.478 -0.076 -0.234
S 2.357 0.495 1.406
H 1.782 -1.817 -0.050
H 2.129 -1.369 -1.702
H 3.252 -2.431 -0.813
H 3.341 0.646 2.328
*
```

Atom charges from the natural (NBO) analysis, given in e for atoms 1 to 8:
1 C -0.51
2 C 0.01
3 N -0.81
4 H 0.19
5 H 0.20
6 H 0.18
7 H 0.36
8 H 0.37